Entry 1:
12 unconnected molecules or ions with the total composition C66H177N21O12P6 at a distorted geometry. Source: the OMol25 dataset; level of theory: ωB97M-V with the def2-TZVPD basis set.

```
282
Properties=species:S:1:pos:R:3:mulliken_charge:R:1
C 12.627 15.097 24.511 -0.8541
N 13.186 13.756 24.382 0.8834
C 14.477 13.664 25.067 -1.4926
P 12.287 12.434 24.111 0.1363
O 11.745 11.769 25.267 -0.9109
N 10.987 13.109 23.202 0.0685
C 9.784 12.253 23.174 -1.1257
C 11.205 13.686 21.886 -0.6507
N 13.310 11.504 23.258 0.8538
C 13.859 11.745 21.937 -0.5554
C 13.096 10.047 23.445 -1.1557
H 13.232 15.876 24.030 -0.1405
H 12.510 15.315 25.556 0.3191
H 11.577 15.004 24.148 0.4757
H 15.136 14.463 24.743 0.3246
H 14.934 12.696 24.955 0.4425
H 14.334 13.712 26.168 0.3500
H 9.957 11.418 22.494 0.2969
H 9.596 11.991 24.179 0.4128
H 8.963 12.885 22.851 0.3516
H 11.980 14.441 22.009 -0.0406
H 11.452 12.987 21.103 0.2088
H 10.323 14.276 21.570 0.5142
H 14.917 11.412 21.969 0.3945
H 13.242 11.204 21.181 0.2068
H 13.892 12.807 21.777 -0.2247
H 12.253 9.607 22.928 0.3012
H 13.005 9.851 24.545 0.3390
H 14.045 9.542 23.111 0.3226
C 15.427 24.726 20.302 -0.7396
N 16.588 23.897 20.138 0.9120
C 16.873 23.409 18.775 -0.5348
P 17.592 23.388 21.333 -0.5408
O 18.984 23.129 20.803 -0.8845
N 17.537 24.670 22.400 0.7235
C 17.152 24.576 23.799 -0.7817
C 18.198 25.880 22.015 -1.1662
N 16.992 22.081 22.175 1.6011
C 15.629 21.789 22.487 -0.6305
C 18.019 21.257 22.867 -0.5049
H 15.494 25.606 19.672 0.3337
H 15.378 25.071 21.312 0.3183
H 14.563 24.138 19.929 -0.1181
H 17.708 22.731 18.732 -0.3417
H 17.092 24.318 18.222 0.3529
H 15.956 22.908 18.433 0.1910
H 16.703 23.627 24.079 0.0912
H 18.054 24.635 24.508 0.2699
H 16.374 25.340 24.059 0.2557
H 19.219 26.117 22.461 0.2736
H 18.414 25.886 20.970 0.3216
H 17.607 26.783 22.258 0.3477
H 14.979 22.325 21.759 0.0793
H 15.438 20.700 22.446 -0.0860
H 15.296 22.043 23.507 0.2168
H 17.918 21.414 23.938 -0.3847
H 18.976 21.615 22.485 0.2104
H 18.034 20.175 22.549 -0.1729
C 22.869 13.414 14.892 -0.7723
N 22.092 12.127 14.994 0.1778
C 22.385 10.946 14.218 -0.9715
P 20.468 12.388 15.094 0.3670
O 19.838 12.547 13.803 -0.9755
N 19.951 11.012 15.817 0.3728
C 20.611 10.362 16.911 -1.1615
C 18.554 10.591 15.820 -1.1150
N 20.264 13.776 16.024 0.8297
C 19.270 14.731 15.695 -1.0170
C 20.784 13.996 17.357 -0.8686
H 22.687 13.962 13.981 0.2955
H 23.939 13.191 14.990 0.3518
H 22.603 13.992 15.772 0.1297
H 23.382 10.522 14.370 0.3258
H 22.206 11.181 13.161 0.3273
H 21.699 10.138 14.530 0.3006
H 19.900 10.291 17.722 0.3730
H 20.956 9.303 16.609 0.2667
H 21.503 10.888 17.210 0.4277
H 18.593 9.528 15.862 0.4521
H 18.067 10.956 16.695 0.3331
H 17.958 10.969 15.002 0.2888
H 18.555 15.054 16.520 -0.0548
H 19.687 15.697 15.350 0.2886
H 18.648 14.304 14.952 0.5947
H 19.933 14.009 18.090 -0.2876
H 21.233 15.007 17.379 0.3525
H 21.598 13.354 17.686 0.5445
C 18.225 12.452 23.851 -0.4873
N 18.332 12.489 25.330 1.0234
C 18.126 11.315 26.092 -1.0904
P 18.881 13.921 25.936 -0.4064
O 18.288 15.130 25.379 0.0348
N 18.573 13.711 27.579 -0.0518
C 19.379 14.551 28.494 -1.4861
C 17.135 13.536 27.908 -1.5297
N 20.534 14.014 25.815 0.4876
C 21.232 12.876 26.214 -1.3198
C 21.143 14.844 24.793 -0.0767
H 18.683 13.289 23.406 -0.1819
H 17.159 12.391 23.602 0.0126
H 18.740 11.590 23.439 0.4223
H 18.078 11.584 27.175 0.3190
H 18.920 10.513 25.974 0.2263
H 17.302 10.821 25.638 0.3865
H 19.433 15.621 28.281 0.4850
H 18.945 14.508 29.498 0.4986
H 20.380 14.136 28.576 0.2811
H 16.932 14.226 28.725 0.5648
H 16.415 13.849 27.147 0.3995
H 16.828 12.525 28.259 0.4349
H 21.678 12.398 25.311 0.3877
H 22.020 12.979 26.938 0.3647
H 20.564 12.120 26.632 0.3863
H 20.585 15.797 24.729 -0.3421
H 21.300 14.280 23.846 0.1804
H 22.162 15.131 25.137 0.5103
C 18.938 15.335 20.725 -1.1963
N 18.607 16.564 21.360 1.4218
C 19.534 17.014 22.389 -0.0836
P 17.080 17.257 21.225 -1.1417
O 16.861 18.194 22.319 0.3225
N 16.899 18.054 19.805 1.3065
C 16.860 19.484 19.792 0.5561
C 16.711 17.393 18.562 0.0892
N 16.082 15.944 21.199 1.4372
C 14.709 16.039 20.602 0.6358
C 16.160 14.929 22.247 -0.1310
H 19.353 14.644 21.495 0.2499
H 19.710 15.403 19.939 0.2730
H 18.100 14.854 20.280 0.0523
H 19.516 16.426 23.278 0.2262
H 19.323 18.017 22.769 -1.3986
H 20.558 16.933 22.013 0.6086
H 16.381 19.787 18.843 -0.0500
H 16.349 19.808 20.700 0.0076
H 17.877 19.968 19.814 -0.8550
H 17.613 17.330 17.948 -0.2089
H 16.354 16.355 18.697 -0.7149
H 15.920 17.864 18.037 0.5702
H 14.009 16.435 21.327 -0.7361
H 14.714 16.581 19.689 -0.7858
H 14.388 14.992 20.468 0.2598
H 16.948 15.135 22.973 0.2847
H 16.394 13.977 21.824 0.1282
H 15.169 14.841 22.761 -0.6613
C 17.314 19.771 13.318 -1.0635
N 16.584 18.917 14.280 0.5938
C 17.394 18.024 15.161 -0.6959
P 15.055 19.147 14.925 -1.1846
O 14.961 19.198 16.402 1.0472
N 14.595 20.566 14.275 0.3582
C 13.601 20.624 13.229 -1.2251
C 14.704 21.768 15.054 -1.0207
N 14.008 18.051 14.244 0.4350
C 14.459 16.851 13.556 -0.9066
C 12.715 17.852 14.898 -0.9124
H 17.979 20.500 13.851 0.0928
H 16.562 20.265 12.755 0.4186
H 17.831 19.028 12.657 0.3470
H 17.922 18.577 15.938 0.1225
H 18.116 17.401 14.599 0.6495
H 16.782 17.321 15.742 -0.2994
H 12.622 20.866 13.654 0.3286
H 13.829 21.433 12.567 0.3651
H 13.554 19.692 12.661 0.3601
H 14.952 22.577 14.386 0.3844
H 13.726 21.968 15.521 0.2961
H 15.394 21.673 15.873 0.1475
H 13.584 16.573 12.939 0.4374
H 15.354 16.898 12.939 0.2950
H 14.594 16.070 14.289 0.1121
H 12.100 17.282 14.176 0.5886
H 12.207 18.817 14.918 0.1919
H 12.729 17.391 15.903 -0.0951
C 19.452 19.369 25.211 -1.9216
C 18.925 19.649 26.615 1.8158
C 20.164 20.157 27.377 -1.7484
C 17.819 20.683 26.630 -0.3381
C 17.342 20.980 28.077 -1.2238
C 16.823 19.665 28.661 -1.3719
C 17.747 18.409 28.426 1.4439
C 18.798 18.315 29.567 -1.9110
C 16.789 17.115 28.543 -1.1006
N 18.279 18.442 27.047 1.4957
O 19.162 17.360 26.855 -0.6018
H 18.679 18.711 24.710 -0.3935
H 19.877 20.244 24.691 0.9335
H 20.302 18.647 25.330 0.3615
H 20.896 19.352 27.554 0.2349
H 20.741 20.877 26.794 0.4416
H 19.937 20.642 28.325 0.3633
H 18.200 21.573 26.007 0.2656
H 16.919 20.305 26.123 -0.3232
H 18.189 21.392 28.615 0.4943
H 16.635 21.805 28.010 0.4674
H 15.804 19.471 28.371 0.5068
H 16.627 19.735 29.742 0.5162
H 19.585 17.637 29.314 0.2535
H 18.306 18.040 30.474 0.5342
H 19.137 19.353 29.758 0.4921
H 16.203 17.097 27.620 0.0699
H 16.103 17.211 29.402 0.4637
H 17.399 16.220 28.526 -0.1183
H 18.625 16.768 26.323 -0.0738
C 20.887 20.230 21.148 -1.3361
C 21.460 19.954 19.736 1.0030
C 22.961 20.403 19.621 -2.1815
C 21.318 18.416 19.502 -0.2887
C 21.392 18.141 18.056 -0.5101
C 20.357 19.049 17.290 -0.9349
C 20.615 20.546 17.445 1.8386
C 21.883 20.918 16.664 -1.8484
C 19.429 21.242 16.836 -1.2716
N 20.585 20.758 18.895 1.5667
O 20.810 22.087 19.150 -0.7318
H 21.287 19.541 21.931 0.3832
H 20.924 21.266 21.486 0.7509
H 19.810 20.025 20.995 -0.1382
H 23.443 20.195 18.698 0.3643
H 23.106 21.448 19.788 0.4313
H 23.551 19.829 20.370 0.4075
H 22.088 17.824 20.006 0.9672
H 20.362 18.196 19.866 -0.7665
H 22.432 18.317 17.678 0.6895
H 21.079 17.087 17.953 -0.3570
H 19.404 18.769 17.694 -0.9949
H 20.304 18.732 16.281 1.2520
H 22.339 21.839 17.101 0.2144
H 21.727 21.090 15.615 0.5097
H 22.656 20.187 16.769 0.3214
H 19.234 21.061 15.771 0.0077
H 19.640 22.332 16.954 0.5079
H 18.448 21.014 17.316 -0.1717
H 20.187 22.390 19.894 0.5340
C 13.076 18.741 19.127 -0.0287
C 12.467 19.695 20.098 2.9382
C 12.829 19.110 21.485 -2.3278
C 13.024 21.082 19.973 -0.5644
C 12.429 21.850 18.780 0.0713
C 10.909 21.905 18.847 -1.4709
C 10.301 20.468 18.960 1.2484
C 8.756 20.592 19.232 -1.9183
C 10.602 19.723 17.604 -0.8974
N 10.975 19.773 20.047 0.0941
O 10.447 18.430 20.168 -0.4632
H 12.399 17.854 19.149 1.0225
H 14.108 18.536 19.365 -0.6407
H 13.161 19.072 18.071 -1.1203
H 12.375 19.718 22.245 0.7421
H 13.938 19.148 21.594 -0.1565
H 12.555 18.035 21.505 0.2755
H 12.937 21.593 20.951 0.3163
H 14.090 21.014 19.853 -0.1777
H 12.873 21.384 17.895 -0.7147
H 12.932 22.840 18.678 0.4250
H 10.458 22.400 17.975 0.5177
H 10.696 22.495 19.746 0.3680
H 8.464 21.024 20.229 0.3663
H 8.309 21.241 18.449 0.3740
H 8.315 19.621 19.037 0.4388
H 10.420 18.644 17.751 0.3134
H 9.869 20.224 16.936 0.4806
H 11.595 20.011 17.293 -0.2348
H 10.031 18.514 21.052 0.3575
C 17.183 12.784 18.083 -0.3963
O 16.201 11.913 18.564 -0.6288
H 18.146 12.438 18.427 0.4961
H 17.222 12.788 16.970 0.2737
H 17.031 13.760 18.514 -0.1585
H 15.415 12.163 17.995 0.3017
C 15.061 17.923 25.228 -0.3248
O 14.734 18.209 23.897 -0.4164
H 15.421 18.770 25.822 0.3262
H 14.152 17.519 25.726 0.3551
H 15.825 17.130 25.322 -0.1982
H 15.600 18.274 23.433 -0.3647
C 13.589 14.758 17.158 -0.3628
O 14.772 13.910 16.986 -0.3926
H 12.741 14.236 17.603 0.4252
H 13.794 15.585 17.831 -0.0919
H 13.269 15.186 16.174 0.2737
H 15.294 14.302 16.303 0.0947
```

Output
- Electronic energy: -6721.84552 hartree
- Highest occupied orbital energy: -7.7 eV
- Kohn-Sham gap: 0.2945 Eh
- SMILES string: CN(C)P(=O)(N(C)C)N(C)C.CN(C)P(=O)(N(C)C)N(C)C.CN(C)P(=O)(N(C)C)N(C)C.CN(C)P(=O)(N(C)C)N(C)C.CN(C)P(=O)(N(C)C)N(C)C.CN(C)P(=O)(N(C)C)N(C)C.CC1(C)CCCC(C)(C)N1O.CC1(C)CCCC(C)(C)N1O.CC1(C)CCCC(C)(C)N1O.CO.CO.CO
- Strongest force on any atom: 3.09 eV/Å


Entry 2:
11 unconnected molecules or ions with the total composition C66H44O22 at a distorted geometry. Source: the OMol25 dataset; level of theory: ωB97M-V with the def2-TZVPD basis set.

```
132
Properties=species:S:1:pos:R:3:mulliken_charge:R:1
O -2.712 0.479 -6.382 -0.5304
C -1.795 1.269 -6.442 0.1998
C -0.753 1.426 -5.385 0.0857
C 0.380 2.094 -5.602 -0.4409
C 0.572 2.732 -6.918 0.4296
O 1.656 3.252 -7.254 -0.5771
C -0.496 2.745 -7.897 -0.3287
C -1.617 2.098 -7.687 -0.6192
H -1.129 0.985 -4.416 0.3791
H 1.067 2.201 -4.778 0.5457
H -0.059 3.223 -8.791 0.3642
H -2.274 1.840 -8.432 0.4780
O -5.317 6.086 -1.972 -0.5597
C -4.379 5.292 -1.996 0.3141
C -3.048 5.498 -1.312 -0.5858
C -2.139 4.533 -1.160 -0.1725
C -2.483 3.154 -1.623 0.4305
O -1.758 2.181 -1.375 -0.0925
C -3.780 2.921 -2.333 -0.1019
C -4.602 3.959 -2.611 -0.4010
H -3.041 6.481 -0.892 0.4424
H -1.187 4.588 -0.671 0.1863
H -3.885 1.874 -2.710 0.1540
H -5.519 3.920 -3.258 0.3754
O 3.926 -1.084 -3.064 -0.6216
C 4.930 -0.707 -2.478 0.2817
C 6.176 -1.566 -2.435 -0.2217
C 7.211 -1.254 -1.679 -0.5591
C 7.147 0.038 -0.867 0.4004
O 8.164 0.350 -0.266 -0.5943
C 5.915 0.956 -0.998 -0.4164
C 4.872 0.563 -1.726 -0.1066
H 6.181 -2.418 -3.133 0.5192
H 8.198 -1.732 -1.661 0.4461
H 5.876 1.949 -0.511 0.4252
H 4.002 1.198 -1.941 0.4485
O -1.078 -0.329 5.715 -0.6052
C -0.375 0.601 6.062 0.3547
C 1.109 0.653 6.066 -0.3081
C 1.831 1.748 6.278 -0.4443
C 1.015 3.014 6.546 0.3609
O 1.522 4.098 6.763 -0.5739
C -0.485 2.969 6.623 -0.7250
C -1.117 1.830 6.468 0.1486
H 1.663 -0.316 5.871 0.4075
H 2.892 1.753 6.258 0.7314
H -1.021 3.808 6.985 0.5054
H -2.219 1.688 6.421 0.1852
O -5.775 -4.874 -1.898 -0.5673
C -5.752 -3.667 -1.811 -0.0147
C -6.998 -2.921 -1.380 -0.5568
C -7.074 -1.593 -1.370 -0.4480
C -5.980 -0.839 -1.912 0.4130
O -5.998 0.367 -1.801 -0.5284
C -4.713 -1.522 -2.347 -0.0715
C -4.621 -2.856 -2.294 -0.1514
H -7.767 -3.483 -0.943 0.4783
H -7.888 -0.963 -1.008 0.4611
H -4.020 -0.806 -2.689 0.4925
H -3.807 -3.363 -2.800 0.4651
O 4.469 4.042 1.510 -0.5993
C 3.243 4.135 1.606 0.1722
C 2.562 4.126 2.905 -0.2659
C 1.263 3.727 2.928 -0.4461
C 0.515 3.315 1.696 0.5555
O -0.574 2.780 1.773 -0.4520
C 1.162 3.617 0.370 -0.1088
C 2.441 4.023 0.380 -0.4821
H 3.204 4.299 3.746 0.5282
H 0.703 3.487 3.809 0.3576
H 0.586 3.298 -0.468 0.3470
H 2.987 4.227 -0.527 0.4971
O 5.789 -2.193 1.121 -0.4467
C 5.508 -1.302 1.932 -0.0933
C 4.125 -0.835 2.022 0.4637
C 3.782 -0.205 3.199 0.3632
C 4.833 0.145 4.173 0.1776
O 4.452 0.652 5.232 -0.5301
C 6.321 -0.134 3.902 -0.8175
C 6.653 -0.804 2.763 -0.4732
H 3.376 -1.292 1.339 0.1836
H 2.644 -0.171 3.357 0.1632
H 7.038 0.128 4.704 0.4287
H 7.589 -1.071 2.340 0.5370
O -3.877 -0.788 1.467 -0.2145
C -4.117 0.159 2.148 0.2312
C -4.704 1.376 1.530 -0.3872
C -4.831 2.481 2.295 -0.4766
C -4.677 2.400 3.813 0.0043
O -4.951 3.309 4.525 -0.5635
C -4.165 1.161 4.410 -0.2763
C -3.822 0.140 3.630 -0.1531
H -4.981 1.375 0.479 0.4034
H -5.184 3.335 1.785 0.6032
H -3.948 1.053 5.457 0.5460
H -3.191 -0.743 3.880 0.2321
O -4.054 -3.165 3.032 -0.6245
C -3.273 -3.774 2.279 0.4209
C -3.719 -4.490 1.055 -0.5329
C -2.884 -5.050 0.197 -0.3084
C -1.367 -5.174 0.551 0.3716
O -0.598 -5.730 -0.211 -0.6079
C -0.919 -4.317 1.700 -0.0168
C -1.767 -3.655 2.464 -0.2087
H -4.797 -4.411 0.873 0.4431
H -3.288 -5.570 -0.697 0.4725
H 0.174 -4.069 1.692 0.1498
H -1.497 -2.980 3.288 0.4505
O 2.039 -3.543 0.285 -0.4814
C 2.519 -3.897 -0.759 0.4160
C 4.003 -4.167 -0.781 -0.2773
C 4.561 -4.605 -1.896 -0.6520
C 3.724 -4.801 -3.101 0.4375
O 4.258 -5.459 -4.006 -0.6131
C 2.240 -4.631 -3.090 -0.5516
C 1.652 -4.227 -1.980 -0.2647
H 4.552 -4.038 0.106 0.5175
H 5.592 -4.978 -1.877 0.4462
H 1.813 -4.923 -4.042 0.5307
H 0.558 -4.310 -1.829 0.4674
O 1.693 0.079 0.468 -0.6438
C 0.921 -0.417 -0.339 0.6853
C 1.283 -0.705 -1.804 -0.1110
C 0.507 -1.429 -2.629 -0.4050
C -0.835 -1.782 -2.271 -0.5082
O -1.503 -2.447 -3.017 -0.7080
C -1.238 -1.432 -0.859 0.1808
C -0.415 -0.788 0.028 -0.2239
H 2.287 -0.445 -2.082 -0.3178
H 0.938 -1.701 -3.577 0.9167
H -2.253 -1.744 -0.582 0.4621
H -0.770 -0.601 1.036 0.6944
```

Output
- Electronic energy: -4196.20845 hartree
- Highest occupied orbital energy: -10.0 eV
- Kohn-Sham gap: 0.2978 Eh
- SMILES string: O=C1C=CC(=O)C=C1.O=C1C=CC(=O)C=C1.O=C1C=CC(=O)C=C1.O=C1C=CC(=O)C=C1.O=C1C=CC(=O)C=C1.O=C1C=CC(=O)C=C1.O=C1C=CC(=O)C=C1.O=C1C=CC(=O)C=C1.O=C1C=CC(=O)C=C1.O=C1C=CC(=O)C=C1.O=C1C=CC(=O)C=C1
- Energy relative to the best compared isomer or geometry (same formula, charge and spin): 26.1 kcal per mole
- Strongest force on any atom: 3.73 eV/Å